Formula: C21H22NO2S
Source: the Open Molecules 2025 dataset
Level of theory: ωB97M-V/def2-TZVPD

Atoms and positions in Å:
C -0.61575 7.95319 0.43372
C -0.38449 6.50229 0.69443
C -1.45649 5.62014 0.81388
C -1.24520 4.28525 1.08267
C 0.05484 3.79779 1.23847
C 1.13524 4.67508 1.11908
C 0.90980 6.00773 0.84933
H 1.74762 6.68307 0.75976
H 2.14038 4.30403 1.24212
C 0.24271 2.37979 1.54704
O -0.67021 1.58486 1.68987
O 1.52939 2.02460 1.66630
C 1.83691 0.70561 2.09135
H 2.82939 0.79039 2.53841
H 1.12077 0.38709 2.85817
C 1.88309 -0.29879 0.93420
C 0.57158 -0.92847 0.58829
C 0.28501 -1.66156 -0.52985
N -0.99281 -2.15247 -0.51361
C -1.65383 -1.84806 0.59675
S -0.78755 -0.87832 1.65514
H -2.67312 -2.14120 0.76224
C -1.54139 -3.00168 -1.55221
C -0.96392 -4.40003 -1.47519
C -0.46196 -5.01618 -2.61358
C 0.04453 -6.30283 -2.54199
C 0.06160 -6.97660 -1.33272
C -0.43529 -6.36418 -0.19409
C -0.94843 -5.08128 -0.26445
H -1.34225 -4.61246 0.62672
H -0.42926 -6.88693 0.74957
H 0.45777 -7.97818 -1.27747
H 0.42630 -6.77678 -3.43260
H -0.47758 -4.49616 -3.56032
H -1.32834 -2.55984 -2.52798
H -2.62593 -3.04011 -1.41922
C 1.18904 -1.94328 -1.67511
H 1.26798 -3.01719 -1.83836
H 2.18056 -1.54792 -1.48376
H 0.80714 -1.48767 -2.58851
H 2.58598 -1.09318 1.20306
H 2.28652 0.21577 0.05778
H -2.07395 3.60069 1.18138
H -2.46409 5.99022 0.69719
H -0.66821 8.48964 1.38177
H -1.55308 8.11288 -0.09277
H 0.19900 8.38123 -0.14491

Atomic forces in eV per Å
-0.013 0.104 0.046
0.061 -0.216 0.010
0.083 0.050 -0.008
0.215 -0.245 0.060
0.000 0.476 -0.096
-0.150 -0.224 0.037
-0.088 0.074 -0.018
0.087 0.070 -0.021
0.084 0.004 0.004
-0.373 -0.143 0.018
0.419 0.654 0.110
0.084 0.245 -0.096
0.086 -0.374 0.034
-0.190 -0.064 -0.030
0.207 0.101 0.023
0.083 0.295 0.191
-0.393 -0.235 -0.096
0.540 0.434 0.337
-0.323 0.363 0.673
0.232 0.222 0.337
-0.212 -1.168 -0.851
-0.174 -0.085 -0.026
-0.245 -0.668 -0.536
0.008 0.017 -0.026
-0.117 0.064 0.082
0.022 -0.045 -0.032
0.013 -0.016 -0.033
-0.018 0.007 0.078
-0.002 0.044 -0.094
-0.023 0.018 0.122
0.003 -0.061 0.089
0.044 -0.100 0.004
0.044 -0.053 -0.085
0.014 0.080 -0.118
-0.082 0.028 0.131
0.123 0.160 -0.021
-0.027 -0.050 -0.044
0.072 -0.021 -0.030
0.048 0.034 0.003
0.025 0.030 -0.078
0.006 0.056 -0.019
0.036 -0.071 0.057
-0.070 -0.037 0.006
-0.102 0.038 -0.023
-0.015 0.087 0.019
-0.036 0.058 -0.044
0.013 0.066 -0.047

Properties
* HOMO: -11.56 eV
* multiplicity: 1
* energy: -1416.6553 Ha
* gap between HOMO and LUMO: 8.54 eV
* total charge: +1
* max |F|: 1.46 eV Å⁻¹

Formula: C42H63BN5O2P2SV
Source: the Open Molecules 2025 dataset
Level of theory: ωB97M-V/def2-TZVPD

Atoms and positions in Å:
V -0.02628 -0.22570 -0.06296
C 0.83108 -1.58420 -4.57773
C -0.59554 -1.61136 -4.02402
C -1.01280 -0.15974 -3.75404
C -1.50804 -2.19073 -5.07353
P -0.67372 -2.26527 -2.17819
C -2.52720 -2.50426 -1.91721
N -3.03881 -1.33232 -1.30609
B -2.24730 -0.31363 -0.56347
N -3.25768 0.32715 0.22186
C -3.01688 1.22014 1.34599
P -1.24925 1.66630 1.37261
C -1.33859 3.35868 0.56402
C -2.08134 3.22250 -0.80123
C 0.05496 3.98492 0.27130
C -2.18483 4.37256 1.32169
C -0.91163 1.83148 3.17152
C 0.51366 2.41538 3.36998
C -1.92193 2.69134 3.97930
C -0.96059 0.43145 3.77578
C -4.54690 -0.15697 -0.08181
C -5.77796 0.19459 0.34159
C -6.84927 -0.62206 -0.00838
C -6.63641 -1.70288 -0.83537
C -5.43695 -2.00769 -1.43666
C -4.36553 -1.20410 -1.05329
C -0.10817 -4.07299 -2.05129
C -0.57074 -4.63098 -0.73370
C -0.65951 -4.84365 -3.23657
C 1.50425 -4.07396 -2.06137
H 0.86461 -1.02007 -5.54724
H 1.27005 -2.60110 -4.85050
H 1.58597 -1.10320 -3.93757
H -1.01892 0.35908 -4.73362
H -0.42191 0.37523 -3.06248
H -2.04776 -0.12107 -3.34678
H -1.47303 -1.56768 -5.97813
H -2.53280 -2.38056 -4.84545
H -1.08142 -3.17151 -5.35116
H -2.61783 -3.36839 -1.25915
H -2.94029 -2.72895 -2.93499
H -3.36406 0.80413 2.27178
H -3.63370 2.10479 1.19877
H -1.74550 2.30723 -1.34498
H -1.93050 4.09446 -1.35573
H -3.16907 3.07331 -0.68871
H 0.46726 3.48632 -0.59341
H 0.76210 3.93266 1.05263
H -0.08174 5.03148 0.02119
H -3.02756 3.91853 1.76459
H -2.47272 5.08908 0.55161
H -1.63796 4.90234 2.09398
H 0.54310 3.47372 2.98501
H 1.31975 1.78774 3.00708
H 0.80992 2.43021 4.46363
H -2.10646 3.66517 3.48323
H -1.59111 2.80451 4.97893
H -2.92595 2.22540 4.00113
H -0.23878 -0.28508 3.39012
H -1.99293 0.04061 3.51685
H -0.89700 0.57310 4.84017
H -5.86064 1.08119 0.98487
H -7.84789 -0.31963 0.22409
H -7.52482 -2.23001 -1.12059
H -5.27626 -2.86832 -2.04386
H -1.63016 -4.85905 -0.67208
H -0.34245 -3.93458 0.11466
H -0.05071 -5.52112 -0.60462
H -1.81605 -4.71560 -3.33249
H -0.39152 -5.89270 -3.12967
H -0.22204 -4.42145 -4.13196
H 1.88965 -3.70622 -1.06563
H 1.87459 -3.38915 -2.86477
H 1.99882 -4.99928 -2.24088
N 1.98786 -0.90332 -1.13723
N 2.61635 0.17963 -1.74057
C 1.89228 1.38051 -1.82351
O 2.21867 2.31045 -2.50496
O 0.80950 1.34417 -1.14481
H 2.63527 -1.49105 -0.60944
H 1.63499 -1.46255 -1.88602
H 3.26699 0.02950 -2.51015
C 6.39487 3.69308 1.72542
C 5.14278 3.20570 0.95523
C 5.40484 3.16420 -0.58178
C 3.99367 4.22575 1.16209
C 4.67286 1.80468 1.39110
C 5.61347 0.91069 1.95195
C 5.31263 -0.41347 2.29919
C 4.00255 -0.84232 2.07529
S 3.18691 -2.35735 2.51855
C 1.70192 -1.70548 1.92445
N 1.74479 -0.48570 1.45874
C 3.03539 0.04691 1.50382
C 3.33715 1.37061 1.19717
C 0.45280 -2.45545 2.05621
C 0.36481 -3.53874 2.96272
C -0.90949 -4.04486 3.16893
C -1.97805 -3.60954 2.37102
C -1.90350 -2.55799 1.49320
C -0.64141 -1.88718 1.29236
H 6.54383 4.70817 1.31012
H 7.21309 3.15938 1.35344
H 6.27207 3.62050 2.79704
H 5.60118 4.17655 -0.93576
H 4.47920 2.87486 -1.11331
H 6.16201 2.44386 -0.82774
H 4.34246 5.21104 0.83641
H 3.81260 4.28175 2.25068
H 3.04705 3.96992 0.65414
H 6.59570 1.32141 2.01058
H 6.03540 -1.15525 2.61827
H 2.56174 2.00589 0.74413
H 1.21223 -4.00799 3.37542
H -0.97993 -4.88110 3.90959
H -2.92493 -3.98651 2.54905
H -2.83890 -2.22289 1.01239

Atomic forces in eV per Å
0.285 -0.082 -0.062
1.137 -0.922 -1.087
0.265 0.644 1.569
-1.742 -0.153 -1.304
1.182 -1.287 -0.951
-0.392 -0.136 -0.323
1.317 -0.212 -1.428
1.063 0.999 -0.194
-0.072 -0.890 0.410
-0.579 0.344 0.274
-0.789 0.181 -1.226
0.490 -0.065 -0.852
0.181 0.363 -0.406
-0.150 -2.997 0.875
-1.177 -0.484 -1.001
1.043 0.602 -0.481
0.886 0.456 0.884
-0.102 0.951 1.176
-1.024 0.134 -2.154
-1.768 -0.253 -0.957
2.095 -0.998 -1.506
-0.615 0.930 1.302
0.489 0.604 -0.402
-1.429 0.036 -0.460
1.212 0.735 0.934
-0.933 0.206 1.285
1.227 0.936 -0.591
-0.431 1.693 0.899
-1.537 0.388 0.070
-1.017 2.068 0.378
-0.227 -0.275 0.787
-0.779 1.013 0.441
-0.420 0.023 0.035
0.022 0.011 0.485
0.997 0.545 0.694
0.504 -0.027 -0.381
-0.021 -0.012 0.221
-0.729 0.226 0.521
-0.363 0.373 -0.241
-0.322 -0.055 -0.145
-0.111 0.153 0.999
-0.028 -0.549 0.559
0.033 0.315 0.105
0.080 0.892 0.088
0.399 1.335 -1.019
0.323 0.197 0.211
0.281 -0.085 -0.208
0.633 -0.141 1.058
-0.111 0.286 -0.056
-1.236 -0.215 0.317
-0.301 0.280 0.328
0.178 0.126 0.077
0.346 -1.139 0.414
-0.083 0.008 -0.905
-0.847 0.267 -0.825
0.465 -0.552 0.877
0.414 0.228 1.007
0.465 -0.068 0.071
0.141 0.205 0.074
1.172 -0.055 0.655
0.144 -0.347 0.582
-0.314 -0.462 -0.167
-0.421 -0.093 0.377
-0.244 -0.535 -0.123
-0.129 -0.408 -0.488
-0.113 -0.038 -0.175
-0.060 -0.791 -0.789
0.966 -1.847 0.556
2.004 -0.442 0.246
-0.168 -0.215 -0.214
0.085 -0.313 -0.334
-0.464 -0.241 -0.944
-0.221 -0.442 0.649
-0.126 -1.162 -0.138
-0.033 -0.416 -0.445
1.357 1.044 -0.331
-1.513 -1.161 0.588
1.533 1.007 -1.076
-1.173 -0.495 1.057
0.063 0.439 -0.038
-0.337 -0.728 -0.205
-0.232 -0.164 0.398
-1.811 0.984 -1.584
-1.107 -0.193 -0.489
-1.213 0.174 0.578
0.276 -0.204 0.808
-0.581 -0.372 0.183
-0.853 -0.228 -0.501
-0.562 0.125 -0.664
-0.731 0.640 -0.188
0.904 0.798 -0.359
-0.342 0.195 0.362
-0.254 -0.337 -0.036
0.128 -0.456 1.068
1.095 0.162 -0.344
-0.753 0.675 -0.698
-1.874 1.061 -1.603
0.710 -1.306 0.174
0.996 0.632 1.026
1.470 1.046 -0.204
-0.166 -0.795 0.524
0.066 -0.142 0.899
1.533 -1.005 -0.091
0.140 0.258 0.191
0.521 -0.061 -0.052
0.303 -0.070 0.297
0.622 -0.125 -0.263
-0.210 -0.093 -0.062
-0.212 0.132 -0.358
0.601 0.145 0.104
0.674 -0.321 0.370
0.210 0.406 0.249
0.402 -0.376 0.325
0.910 -0.195 0.804
-0.410 0.802 -0.851
-1.759 -1.068 0.371
0.685 -0.180 0.110

Properties
* HOMO (spin up / spin down): -7.41 / -7.54 eV
* ⟨S²⟩: 2.054
* multiplicity: 3
* energy: -4112.2717 Ha
* gap between HOMO and LUMO (spin up / spin down): 7.47 / 7.51 eV
* max |F|: 3.13 eV Å⁻¹

Formula: C22H46F6GaN6O3P2
Source: the Open Molecules 2025 dataset
Level of theory: ωB97M-V/def2-TZVPD

Atoms and positions in Å:
O -1.96532 1.89560 -4.27607
C -1.36911 3.23024 -4.41005
C -1.36911 3.58713 -5.97929
Ga -2.09742 5.44756 -6.46041
F -0.72350 6.70190 -5.97244
C -3.78970 6.01931 -5.42834
F -3.52251 6.52015 -4.08992
F -4.37916 7.14931 -6.14480
C -4.93330 4.91393 -5.30610
C -6.09840 5.23861 -4.29316
C -7.28563 4.23325 -4.13862
C -7.36082 2.91202 -4.94089
C -6.21210 2.61191 -5.92874
C -6.33978 1.24860 -6.78537
F -7.75153 1.02035 -6.95806
F -5.74263 1.53940 -8.06113
F -5.70972 0.14321 -6.15326
C -4.99910 3.59062 -6.11666
H -2.72835 1.90672 -3.66343
H -1.85521 4.01997 -3.74626
H -0.26346 3.09831 -4.09162
H -1.87602 2.71323 -6.54367
H -0.26409 3.56932 -6.32970
H -2.31463 5.52572 -8.04076
H -6.10413 6.19712 -3.67539
H -8.11709 4.51945 -3.41866
H -8.23657 2.19761 -4.81036
H -4.16101 3.33285 -6.85184
O 1.13611 1.46034 -2.00557
P 1.68939 0.14611 -1.42888
N 0.13538 -0.43451 -1.02633
C -0.39222 -0.78856 0.27365
C -0.79517 -0.70937 -2.11606
N 2.41335 0.90795 -0.06337
C 2.15201 0.60238 1.33143
C 2.75665 2.32355 -0.18156
N 2.39347 -1.37343 -0.83314
C 3.86431 -1.38570 -1.01742
C 1.91423 -2.61081 -1.47526
H 0.26097 -1.47980 0.81468
H -1.35562 -1.30340 0.20739
H -0.56311 0.10130 0.88453
H -0.62723 -1.71183 -2.52953
H -0.67805 0.00486 -2.93559
H -1.84046 -0.64341 -1.80244
H 1.24447 1.09485 1.69313
H 2.98218 0.94309 1.96163
H 2.08260 -0.46819 1.52543
H 1.87508 2.96200 -0.04625
H 3.19929 2.54178 -1.15558
H 3.50449 2.61763 0.56159
H 4.13650 -1.33414 -2.07685
H 4.30553 -2.28612 -0.57998
H 4.34708 -0.54573 -0.51236
H 1.97041 -2.54459 -2.56719
H 0.88833 -2.84774 -1.19152
H 2.50222 -3.47531 -1.15200
O 1.78644 -2.18686 3.91941
P 1.79614 -2.91474 5.27462
N 2.95923 -1.85287 5.93468
C 4.27966 -2.15465 6.44305
C 2.58499 -0.45480 6.11004
N 2.56771 -4.32330 4.65024
C 3.81697 -4.89897 5.11396
C 2.42365 -4.59589 3.22140
N 1.71293 -3.76660 6.83189
C 0.71396 -4.86169 6.78594
C 1.33837 -2.95211 8.00276
H 4.26862 -2.96884 7.17358
H 4.72792 -1.30750 6.97088
H 4.96601 -2.40581 5.63079
H 2.04849 -0.30803 7.05535
H 1.92858 -0.11149 5.30604
H 3.44967 0.21415 6.10442
H 4.68438 -4.38611 4.68817
H 3.88490 -5.95357 4.82248
H 3.90151 -4.90841 6.20086
H 3.10834 -3.97996 2.62524
H 1.40205 -4.40722 2.88528
H 2.62679 -5.64631 2.99165
H -0.29567 -4.47658 6.61034
H 0.71920 -5.43468 7.71753
H 0.93319 -5.58291 5.99518
H 0.42827 -2.37272 7.81445
H 2.13463 -2.26726 8.29611
H 1.17029 -3.58091 8.88214

Atomic forces in eV per Å
-0.600 0.606 0.815
1.290 -0.345 -0.962
0.763 -0.658 0.505
1.464 0.053 0.001
-1.024 -0.819 -0.244
-0.859 0.038 0.132
-0.800 -0.702 -1.873
0.444 -1.486 1.347
-3.286 -1.492 1.162
-0.550 -3.780 -2.175
2.709 -0.232 -2.010
3.193 2.692 -0.430
-0.164 2.004 1.738
0.180 2.613 0.491
3.529 -0.459 0.000
-1.536 -1.795 2.798
-1.827 2.275 -2.155
-2.366 0.867 2.191
0.739 0.272 -0.523
0.397 -1.167 -0.851
-1.835 0.412 -0.178
0.665 1.375 0.947
-1.724 0.075 0.431
-0.162 0.175 0.049
0.166 -1.557 -1.096
1.194 -0.572 -1.085
1.429 1.144 -0.266
-1.435 0.422 1.237
2.544 -1.700 -3.305
-4.212 2.677 6.915
-1.484 -0.996 -0.439
0.512 -0.310 0.276
0.311 0.356 -0.509
0.869 0.502 0.200
0.476 -0.701 0.146
-0.144 0.093 -0.451
1.683 -0.019 -3.169
0.651 0.177 0.489
-0.601 -0.329 0.033
0.092 0.111 0.190
0.110 0.095 -0.361
0.064 -0.036 0.173
-0.209 -0.183 -0.066
0.033 0.042 0.096
0.171 0.050 0.139
-0.076 0.032 0.031
0.007 0.141 -0.126
-0.202 0.076 -0.160
0.062 0.083 -0.084
-0.270 0.008 0.073
-0.066 -0.302 0.155
0.090 -0.233 0.024
-0.234 -0.070 -0.116
-0.360 0.021 -0.080
0.016 -0.214 0.053
-0.028 0.349 -0.055
0.204 0.290 0.003
-4.308 -0.011 1.195
8.291 -0.831 -1.692
0.352 1.546 0.939
-0.055 -0.515 0.294
-0.430 0.029 -0.346
-0.288 -0.771 -0.484
-0.219 -0.463 0.621
-0.267 0.339 -0.160
-3.545 0.510 -0.429
0.011 -0.855 -0.146
0.331 0.502 0.374
0.078 -0.162 -0.077
-0.341 0.097 -0.134
0.092 -0.142 0.055
0.028 0.225 0.139
0.022 -0.139 -0.012
0.016 -0.221 -0.026
0.066 0.037 -0.026
-0.094 0.078 -0.157
-0.061 0.272 -0.081
-0.083 0.000 -0.092
0.211 0.167 0.015
0.125 -0.008 0.316
-0.043 -0.078 0.238
0.033 0.271 0.053
0.139 0.337 -0.017
0.013 -0.048 0.220
0.009 0.035 -0.342
-0.087 -0.170 -0.304

Properties
* HOMO: -5.02 eV
* multiplicity: 1
* energy: -4626.5362 Ha
* gap between HOMO and LUMO: 5.14 eV
* total charge: -1
* max |F|: 8.53 eV Å⁻¹